No. 1
The following is a quantum chemistry calculation of C45H33Cl3N6O4S5V as an isolated structure, from OMol25.

Summary:
Total charge = -1
HOMO (spin up / spin down) = -3.696 / -3.875 eV
Orbital gap (spin up / spin down) = 5.36 / 5.45 eV
LUMO energy (spin up / spin down) = 0.06128 / 0.05770 Ha
Multiplicity = 3

Last column: Mulliken spin population.
Positions of all 97 atoms, in Å:
V  0.34111  -1.75494  -0.96167  2.0225
O  1.64081  -2.31211  4.23055  0.0002
C  0.52613  -1.56563  4.34368  -0.0007
C  0.23036  -1.05134  5.60632  -0.0007
C  -0.90382  -0.28958  5.80220  0.0008
C  -1.76083  -0.01345  4.74260  0.0000
C  -1.45334  -0.48691  3.48038  0.0028
C  -0.32014  -1.26702  3.25822  -0.0004
C  -0.01454  -1.71867  1.87316  -0.0342
O  -0.51647  -1.12552  0.88593  0.0351
N  0.84011  -2.75498  1.80027  0.0097
N  1.06485  -3.06223  0.51221  -0.0361
C  1.84711  -4.00465  0.14725  -0.0040
C  1.92763  -4.23736  -1.29323  0.0222
C  2.67161  -5.27620  -1.84006  -0.0058
C  2.62451  -5.47212  -3.21042  0.0045
C  1.83387  -4.64179  -3.99019  0.0035
C  1.12976  -3.62094  -3.37132  0.0267
N  1.19050  -3.41730  -2.06183  -0.0214
H  1.62215  -2.70696  3.31848  -0.0012
H  0.90506  -1.28026  6.42086  -0.0001
H  -1.12890  0.08606  6.79306  0.0000
H  -2.66051  0.56115  4.91422  -0.0001
H  -2.08059  -0.26017  2.62619  0.0023
H  2.37451  -4.64056  0.85247  -0.0008
H  3.26395  -5.91398  -1.19835  0.0000
H  3.19394  -6.27305  -3.66437  0.0003
H  1.76171  -4.77140  -5.06052  -0.0001
H  0.49475  -2.93215  -3.91672  0.0010
O  -5.85704  -1.18685  -4.24081  -0.0010
C  -4.78689  -1.31361  -3.69520  -0.0012
S  -3.43931  -0.18590  -3.88309  0.0014
C  -2.30123  -1.01619  -2.82920  -0.0102
C  -2.72032  -2.15306  -2.24956  0.0178
S  -1.80117  -3.17997  -1.18381  -0.0135
S  -4.37204  -2.64441  -2.61067  0.0027
S  -0.70912  -0.30993  -2.64757  -0.0103
Cl  -6.97443  2.09330  3.40030  0.0000
C  -5.58631  2.77579  2.61066  0.0000
C  -4.34027  2.21495  2.80971  0.0000
C  -3.24607  2.75257  2.15439  -0.0002
C  -3.36871  3.83928  1.29053  0.0001
C  -2.20898  4.35400  0.46787  0.0000
C  -0.86138  4.50002  1.18925  -0.0001
N  -0.11730  3.28788  1.48359  0.0001
C  0.21783  2.81502  2.73235  0.0005
C  1.03905  1.74776  2.51888  0.0003
N  1.22483  1.55313  1.17359  0.0044
C  0.53117  2.49196  0.58498  0.0027
O  -2.03429  3.67242  -0.76852  -0.0001
C  -2.34820  2.27622  -0.83437  -0.0047
C  -3.80250  2.00754  -1.07537  0.0006
C  -4.48625  0.93318  -0.59393  -0.0002
Cl  -3.87173  -0.30699  0.41742  0.0018
S  -6.10589  0.85861  -1.16045  0.0000
C  -5.88671  2.29928  -2.06250  0.0000
C  -4.62828  2.79232  -1.93186  -0.0007
C  -4.64268  4.39006  1.14454  0.0002
Cl  -4.92009  5.76488  0.10932  0.0000
C  -5.75352  3.87262  1.78686  0.0001
H  -4.23071  1.34696  3.44031  0.0001
H  -2.28252  2.27997  2.29083  -0.0001
H  -2.45995  5.37789  0.18272  0.0000
H  -1.01145  5.03534  2.12793  0.0000
H  -0.23899  5.12841  0.54937  0.0000
H  -0.16648  3.26904  3.62995  -0.0001
H  1.48251  1.09631  3.25439  -0.0002
H  0.44009  2.63936  -0.47963  -0.0003
H  -1.99631  1.72830  0.04337  0.0023
H  -1.76316  1.89565  -1.67152  0.0043
H  -6.69421  2.69736  -2.65473  0.0000
H  -4.27803  3.68793  -2.42357  0.0000
H  -6.72911  4.30865  1.63238  0.0000
N  1.97996  -0.97487  -1.20489  -0.2376
C  3.20958  -0.75364  -1.34296  0.0453
C  3.76997  -0.22001  -2.62222  0.0133
C  2.99099  -0.28517  -3.77764  0.0237
C  3.46506  0.22825  -4.97263  -0.0167
C  4.71968  0.82309  -5.03119  0.0254
C  5.49236  0.90992  -3.88290  -0.0162
C  5.02044  0.39163  -2.68490  0.0276
C  4.11712  -1.10296  -0.20038  0.0427
C  3.67847  -0.86355  1.10127  0.0123
C  4.42006  -1.31059  2.18283  -0.0112
C  5.60521  -2.00771  1.97688  0.0200
C  6.04689  -2.24985  0.68381  -0.0125
C  5.30845  -1.79616  -0.40127  0.0282
H  1.99811  -0.71523  -3.71505  0.0114
H  2.84620  0.17443  -5.85967  -0.0006
H  5.08702  1.22711  -5.96643  0.0023
H  6.46360  1.38817  -3.91557  -0.0005
H  5.62107  0.47718  -1.78888  0.0030
H  2.74615  -0.32585  1.23292  0.0162
H  4.06214  -1.12962  3.18898  -0.0002
H  6.17896  -2.36474  2.82331  0.0017
H  6.96480  -2.80061  0.51702  -0.0005
H  5.64858  -2.00220  -1.40897  0.0002



No. 2
The following is a quantum chemistry calculation of C45H34AlBr4IN2O5SSb2 as an isolated structure, from OMol25.

Summary:
HOMO = -7.384 eV
Orbital gap = 6.93 eV
LUMO energy = -0.01682 Ha

Last column: Löwdin charge in e.
Positions of all 95 atoms, in Å:
Al  1.03758  1.72299  0.50453  -0.1642
C  0.50836  -2.34100  1.64206  -0.3659
C  -1.00868  -2.52290  1.58383  -0.3596
C  -1.77758  -1.26215  2.01280  -0.4007
Sb  -3.83741  -1.00828  1.39963  1.4587
C  -3.49645  -0.17647  -0.53613  -0.4138
C  -4.42363  0.76476  -0.98437  -0.1640
C  -4.27562  1.38217  -2.22256  -0.0999
C  -3.18932  1.07062  -3.02401  -0.0784
C  -2.26065  0.12817  -2.59596  -0.0733
C  -2.41817  -0.49684  -1.36646  -0.1184
C  -4.14013  -3.05570  0.83179  -0.4152
C  -4.10360  -4.03013  1.83100  -0.1608
C  -4.27497  -5.37354  1.52909  -0.0927
C  -4.49425  -5.76463  0.21372  -0.0940
C  -4.54589  -4.80571  -0.78683  -0.0881
C  -4.36921  -3.45975  -0.48048  -0.1239
Sb  1.33764  -1.14475  0.07627  1.6327
C  3.35806  -1.72928  0.40152  -0.3545
C  3.79311  -2.23117  1.62448  -0.1372
C  5.12152  -2.59918  1.80433  -0.0851
C  6.02325  -2.46804  0.75905  -0.0843
C  5.59649  -1.96467  -0.46305  -0.0963
C  4.27244  -1.59081  -0.63986  -0.1374
C  0.99716  -2.42608  -1.57541  -0.3715
C  1.20492  -1.91528  -2.85662  -0.1369
C  1.09094  -2.73992  -3.96842  -0.0784
C  0.74982  -4.07518  -3.80735  -0.0817
C  0.52791  -4.58486  -2.53483  -0.0778
C  0.65564  -3.76623  -1.41976  -0.1146
H  1.03080  -3.29908  1.59459  0.0562
H  0.79332  -1.87750  2.59132  0.0543
H  -1.27279  -3.33538  2.26500  0.1008
H  -1.31724  -2.88290  0.59886  0.0761
H  -1.28044  -0.34262  1.68243  0.0073
H  -1.81699  -1.21452  3.10395  0.0429
H  -5.26844  1.03394  -0.35817  0.0856
H  -5.00167  2.11607  -2.55082  0.1080
H  -3.05780  1.56374  -3.97947  0.1144
H  -1.41370  -0.12071  -3.22238  0.1035
H  -1.68952  -1.24053  -1.06269  0.0811
H  -3.93929  -3.74378  2.86613  0.0942
H  -4.24103  -6.11435  2.31838  0.1012
H  -4.62614  -6.81200  -0.02730  0.1004
H  -4.71967  -5.10286  -1.81382  0.1020
H  -4.40353  -2.72825  -1.28063  0.0916
H  3.09918  -2.35378  2.44907  0.0847
H  5.44874  -2.99078  2.75946  0.1020
H  7.05845  -2.75314  0.89735  0.1039
H  6.29948  -1.85218  -1.27937  0.1075
H  3.96492  -1.18372  -1.59664  0.1014
H  1.45479  -0.86844  -2.99839  0.1002
H  1.25989  -2.33478  -4.95836  0.1074
H  0.65248  -4.71761  -4.67330  0.1038
H  0.25757  -5.62536  -2.40607  0.1044
H  0.48295  -4.18996  -0.43760  0.0921
Br  4.68639  7.35217  0.87960  0.7083
C  4.13960  5.55751  0.67786  -0.7469
C  5.05536  4.57339  0.32396  -0.7492
Br  6.87539  4.99635  0.05474  0.7051
C  4.62601  3.24594  0.17177  -0.6329
Br  5.78029  1.82794  -0.28523  0.7936
C  3.30272  2.91849  0.36935  -0.3364
O  2.81062  1.67306  0.23009  -0.1292
C  2.37164  3.91297  0.74711  -0.3461
O  1.12334  3.49187  0.93956  -0.0426
C  2.79344  5.22190  0.89101  -0.6365
Br  1.47314  6.48257  1.36379  0.7699
I  -1.31672  2.45303  5.85001  0.9221
C  0.23778  1.73781  4.67954  -0.7033
C  1.40459  1.25345  5.25053  -0.1067
C  2.40992  0.78934  4.41972  -0.0178
C  2.21518  0.82087  3.05350  -0.0782
N  1.08045  1.27922  2.50963  0.0612
C  0.10956  1.74826  3.30370  -0.1493
H  1.52850  1.24601  6.32534  0.1053
H  3.34216  0.41841  4.82156  0.1197
H  2.98755  0.50334  2.36095  0.1153
H  -0.77262  2.13153  2.81196  0.1088
O  1.20125  4.08590  -2.51576  -0.2379
S  0.19351  3.08843  -2.67946  0.6803
O  0.14230  2.29949  -3.87180  -0.2753
N  0.16539  2.06722  -1.35574  0.0208
C  -0.91355  2.28245  -0.61082  -0.4313
O  -0.91804  1.72987  0.53825  0.0240
C  -1.88837  3.24766  -1.14633  -0.1303
C  -3.09846  3.65293  -0.61859  -0.0016
C  -3.82245  4.60025  -1.33040  -0.0544
C  -3.33636  5.11421  -2.53095  -0.0462
C  -2.11270  4.70752  -3.05242  -0.0141
C  -1.40530  3.77250  -2.32740  -0.2004
H  -3.46223  3.23747  0.31206  0.1304
H  -4.77479  4.94581  -0.94982  0.1125
H  -3.91986  5.85185  -3.06691  0.1112
H  -1.72821  5.11528  -3.97755  0.1277